*A*
{
  "formula": "C2H5NO3",
  "method": "ωB97M-V/def2-TZVPD",
  "elements": ["O", "O", "O", "N", "C", "C", "H", "H", "H", "H", "H"],
  "positions_angstrom": [[0.582, -1.656, 0.237], [1.033, 0.394, 1.069], [-1.125, -0.466, 1.258], [-0.593, 0.244, -0.654], [-0.044, 1.152, -1.333], [0.031, -0.414, 0.560], [-1.634, 0.057, 0.284], [-0.602, 1.628, -2.131], [1.527, -0.139, 1.703], [-0.152, -2.274, 0.133], [0.974, 1.474, -1.127]],
  "nbo_charge": [-0.721, -0.719, -0.750, -0.509, 0.019, 0.825, 0.499, 0.184, 0.493, 0.491, 0.189],
  "homo_energy_ev": -10.51,
  "lumo_ev": 0.661,
  "orbital_gap_ev": 11.1757,
  "multiplicity": 1
}

=====

*B*
{
  "formula": "C2H5NO3",
  "method": "ωB97M-V/def2-TZVPD",
  "elements": ["O", "O", "O", "N", "C", "C", "H", "H", "H", "H", "H"],
  "positions_angstrom": [[-1.824, -1.023, -0.322], [2.135, -1.544, 0.330], [-2.784, 0.833, -1.291], [1.312, 0.523, -0.268], [1.954, -0.363, 0.565], [-2.289, 0.243, -0.331], [1.132, 0.228, -1.213], [2.144, 0.126, 1.558], [1.678, 1.429, -0.226], [-2.238, 0.666, 0.662], [-1.220, -1.117, 0.537]],
  "nbo_charge": [-0.670, -0.576, -0.557, -0.830, 0.520, 0.643, 0.397, 0.105, 0.384, 0.087, 0.497],
  "homo_energy_ev": -10.63,
  "lumo_ev": 0.424,
  "orbital_gap_ev": 11.0523,
  "multiplicity": 1
}

=====

Most stable = *B*

=====

*A*
{
  "formula": "C2H5NO3",
  "method": "ωB97M-V/def2-TZVPD",
  "elements": ["O", "O", "O", "N", "C", "C", "H", "H", "H", "H", "H"],
  "positions_angstrom": [[1.999, 1.537, -2.649], [-2.829, -3.919, 5.409], [-1.248, 0.471, -1.016], [1.027, 0.931, -0.710], [2.137, 1.168, -1.473], [-0.175, 0.918, -1.403], [-0.328, 1.539, -2.275], [3.060, 1.126, -1.087], [1.148, 0.770, 0.211], [-2.501, -3.538, 6.157], [-3.723, -3.636, 5.275]],
  "nbo_charge": [-0.573, -0.933, -0.537, -0.645, 0.519, 0.515, 0.172, 0.140, 0.409, 0.463, 0.470],
  "homo_energy_ev": -10.17,
  "lumo_ev": 0.507,
  "orbital_gap_ev": 10.6805,
  "multiplicity": 1
}

=====

*B*
{
  "formula": "C2H5NO3",
  "method": "ωB97M-V/def2-TZVPD",
  "elements": ["O", "O", "O", "N", "C", "C", "H", "H", "H", "H", "H"],
  "positions_angstrom": [[1.360, 0.823, -1.335], [-0.229, -0.609, 0.166], [1.901, -0.854, 0.972], [0.684, -0.101, -1.793], [0.955, -0.149, 0.879], [-1.419, 0.143, 0.313], [-1.511, 0.526, 1.335], [-1.410, 0.990, -0.383], [1.192, -1.016, -1.716], [-2.260, -0.514, 0.088], [0.738, 0.761, 1.474]],
  "nbo_charge": [-0.325, -0.558, -0.510, 0.014, 0.661, -0.263, 0.176, 0.190, 0.280, 0.208, 0.128],
  "homo_energy_ev": -9.45,
  "lumo_ev": -0.371,
  "orbital_gap_ev": 9.0837,
  "multiplicity": 1
}

=====

Most stable = *A*

=====

*A*
{
  "formula": "C4H5FO",
  "method": "ωB97M-V/def2-TZVPD",
  "elements": ["F", "O", "C", "C", "C", "C", "H", "H", "H", "H", "H"],
  "positions_angstrom": [[-2.140, -1.296, -0.056], [-2.115, 1.310, -0.011], [1.362, -0.063, -0.047], [-0.821, -1.093, 0.100], [-0.883, 1.284, 0.011], [-0.116, 0.066, 0.068], [-0.325, -2.073, 0.116], [1.712, -1.144, -0.351], [1.817, 0.575, -0.779], [1.859, 0.209, 0.912], [-0.349, 2.226, 0.037]],
  "nbo_charge": [-0.298, -0.509, -0.622, 0.359, 0.378, -0.263, 0.160, 0.225, 0.227, 0.220, 0.121],
  "homo_energy_ev": -9.86,
  "lumo_ev": 0.084,
  "orbital_gap_ev": 9.9447,
  "multiplicity": 1
}

=====

*B*
{
  "formula": "C4H5FO",
  "method": "ωB97M-V/def2-TZVPD",
  "elements": ["F", "O", "C", "C", "C", "C", "H", "H", "H", "H", "H"],
  "positions_angstrom": [[1.506, -0.514, 1.520], [-1.835, 0.162, -1.307], [-1.060, 0.883, -3.560], [-1.520, 0.589, -2.361], [1.511, -0.074, -0.821], [1.131, 0.207, 0.418], [0.606, 1.050, 0.792], [-0.929, 0.116, -4.299], [-0.884, 1.865, -4.004], [2.304, -0.826, -0.961], [1.396, 0.626, -1.659]],
  "nbo_charge": [-0.349, -0.453, -0.803, 0.724, -0.520, 0.255, 0.168, 0.267, 0.266, 0.218, 0.227],
  "homo_energy_ev": -9.53,
  "lumo_ev": 0.678,
  "orbital_gap_ev": 10.2104,
  "multiplicity": 1
}

=====

*C*
{
  "formula": "C4H5FO",
  "method": "ωB97M-V/def2-TZVPD",
  "elements": ["F", "O", "C", "C", "C", "C", "H", "H", "H", "H", "H"],
  "positions_angstrom": [[-0.383, -1.983, 0.935], [-1.280, -1.071, -0.859], [0.417, 0.170, 0.074], [-1.569, -0.018, -1.572], [1.455, 0.701, 1.046], [-0.401, -0.853, 0.135], [-2.006, -0.444, -2.528], [2.122, 1.342, 0.525], [2.059, 0.035, 1.594], [-1.342, 0.971, -1.330], [0.927, 1.149, 1.980]],
  "nbo_charge": [-0.327, -0.439, -0.078, -0.006, -0.714, 0.504, 0.177, 0.228, 0.240, 0.192, 0.223],
  "homo_energy_ev": [-7.66, -9.39],
  "lumo_ev": [-1.113, 0.166],
  "orbital_gap_ev": [6.5467, 9.5523],
  "multiplicity": 1
}

=====

*D*
{
  "formula": "C4H5FO",
  "method": "ωB97M-V/def2-TZVPD",
  "elements": ["F", "O", "C", "C", "C", "C", "H", "H", "H", "H", "H"],
  "positions_angstrom": [[-1.484, 0.286, 1.317], [2.085, 0.433, 2.290], [2.042, 0.724, 1.184], [-1.055, 0.239, -1.132], [-0.482, -0.981, -0.437], [-0.577, 0.243, 0.293], [-1.205, -1.644, -0.043], [-2.080, -0.005, -1.451], [-0.391, 0.655, -1.846], [2.672, 1.305, 0.526], [0.475, -1.255, -0.702]],
  "nbo_charge": [-0.353, -0.437, 0.386, -0.503, -0.504, 0.386, 0.224, 0.229, 0.219, 0.136, 0.217],
  "homo_energy_ev": [-7.99, -8.66],
  "lumo_ev": [-0.158, 0.428],
  "orbital_gap_ev": [7.8341, 9.0843],
  "multiplicity": 1
}

=====

Most stable = *A*

=====

*A*
{
  "formula": "C5H12NO2S",
  "method": "ωB97M-V/def2-TZVPD",
  "elements": ["S", "O", "O", "N", "C", "C", "C", "C", "C", "H", "H", "H", "H", "H", "H", "H", "H", "H", "H", "H", "H"],
  "positions_angstrom": [[-2.874, -0.654, 0.571], [-1.593, -0.716, 1.417], [-2.745, -1.261, -0.706], [1.623, -0.482, 0.189], [2.759, -0.392, -0.620], [4.050, -0.720, 0.165], [-2.699, 1.493, -1.071], [-3.272, 1.145, 0.322], [0.902, -0.715, 1.117], [0.921, -1.084, 2.176], [-0.190, -0.626, 1.004], [-1.688, 1.618, -0.924], [2.797, 0.676, -1.047], [4.111, -1.808, 0.431], [-2.824, 0.558, -1.651], [-4.364, 0.916, 0.116], [4.796, -0.718, -0.499], [4.126, -0.091, 0.980], [-3.153, 1.818, 1.161], [2.577, -1.176, -1.509], [-3.259, 2.217, -1.621]],
  "nbo_charge": [1.806, -0.894, -0.814, -0.070, -0.275, -0.590, -0.624, -0.572, -0.001, 0.279, 0.314, 0.206, 0.262, 0.231, 0.246, 0.240, 0.241, 0.225, 0.268, 0.269, 0.252],
  "total_charge": 1,
  "homo_energy_ev": [-13.55, -14.03],
  "lumo_ev": [-6.269, -6.166],
  "orbital_gap_ev": [7.2814, 7.8613],
  "multiplicity": 1
}

=====

*B*
{
  "formula": "C5H12NO2S",
  "method": "ωB97M-V/def2-TZVPD",
  "elements": ["S", "O", "O", "N", "C", "C", "C", "C", "C", "H", "H", "H", "H", "H", "H", "H", "H", "H", "H", "H", "H"],
  "positions_angstrom": [[-0.783, -2.406, -0.764], [-0.758, 0.002, -1.949], [1.301, -1.022, -1.821], [0.607, 1.309, -0.187], [-0.898, -0.359, 0.991], [-1.114, -1.866, 0.955], [0.886, 2.182, 0.964], [0.337, -0.117, 0.134], [0.081, -0.835, -1.211], [1.730, 1.791, 1.529], [1.230, -0.553, 0.591], [-1.756, 0.151, 0.549], [-0.415, -2.391, 1.605], [1.252, -1.621, -2.576], [-0.767, -0.028, 2.021], [-0.209, 1.641, -0.727], [-2.132, -2.153, 1.206], [1.128, 3.186, 0.621], [-1.139, -0.458, -2.708], [1.405, 1.312, -0.838], [0.016, 2.236, 1.614]],
  "nbo_charge": [0.189, -0.756, -0.719, -0.499, -0.440, -0.501, -0.425, -0.085, 0.385, 0.236, 0.248, 0.234, 0.230, 0.504, 0.240, 0.460, 0.254, 0.246, 0.511, 0.450, 0.237],
  "total_charge": 1,
  "homo_energy_ev": -12.69,
  "lumo_ev": -2.988,
  "orbital_gap_ev": 9.6995,
  "multiplicity": 1
}

=====

Most stable = *B*

=====

*A*
{
  "formula": "C3H5N3S",
  "method": "ωB97M-V/def2-TZVPD",
  "elements": ["S", "N", "N", "N", "C", "C", "C", "H", "H", "H", "H", "H"],
  "positions_angstrom": [[-2.984, -0.251, -0.064], [-0.327, -0.095, -0.169], [-0.474, 1.287, -0.319], [1.265, -1.859, 0.041], [0.961, -0.709, -0.325], [-1.455, -0.858, -0.033], [0.429, 2.020, 0.168], [1.718, -0.029, -0.747], [0.274, 3.081, 0.040], [-1.172, -1.803, 0.275], [1.279, 1.606, 0.733], [0.486, -2.390, 0.401]],
  "nbo_charge": [-0.033, -0.326, -0.200, -0.614, 0.264, -0.072, -0.087, 0.185, 0.205, 0.175, 0.167, 0.334],
  "homo_energy_ev": -8.68,
  "lumo_ev": -0.241,
  "orbital_gap_ev": 8.4356,
  "multiplicity": 1
}

=====

*B*
{
  "formula": "C3H5N3S",
  "method": "ωB97M-V/def2-TZVPD",
  "elements": ["S", "N", "N", "N", "C", "C", "C", "H", "H", "H", "H", "H"],
  "positions_angstrom": [[3.447, -0.520, 0.162], [-0.296, 0.036, 0.059], [1.886, -0.089, 0.077], [1.566, 1.092, -0.571], [-1.733, -0.262, 0.190], [0.779, -0.794, 0.344], [0.240, 1.120, -0.592], [-0.294, 1.918, -1.158], [0.877, -1.532, 1.068], [-2.194, -0.523, -0.922], [-2.242, 0.668, 0.496], [-2.034, -1.114, 0.846]],
  "nbo_charge": [-0.177, -0.353, -0.260, -0.236, -0.417, 0.135, 0.166, 0.230, 0.233, 0.212, 0.225, 0.242],
  "homo_energy_ev": [-7.28, -7.28],
  "lumo_ev": [0.261, 0.261],
  "orbital_gap_ev": [7.5390, 7.5396],
  "multiplicity": 1
}

=====

Most stable = *B*

=====

*A*
{
  "formula": "C4H17NO4",
  "method": "ωB97M-V/def2-TZVPD",
  "elements": ["O", "O", "O", "O", "N", "C", "C", "C", "C", "H", "H", "H", "H", "H", "H", "H", "H", "H", "H", "H", "H", "H", "H", "H", "H", "H"],
  "positions_angstrom": [[23.234, -14.721, 19.592], [24.464, -17.424, 18.790], [25.226, -18.735, 16.369], [25.309, -15.721, 23.741], [25.391, -17.603, 21.528], [24.176, -17.125, 22.219], [23.040, -18.117, 22.052], [24.430, -16.825, 23.683], [25.705, -15.435, 25.043], [24.903, -17.690, 24.178], [24.054, -16.555, 18.717], [24.853, -15.170, 25.686], [25.812, -18.346, 22.079], [26.018, -18.192, 16.340], [26.080, -16.858, 21.506], [24.752, -18.401, 17.148], [23.277, -19.089, 22.508], [24.710, -17.524, 19.730], [26.235, -16.275, 25.517], [26.398, -14.593, 25.028], [22.817, -18.299, 21.004], [23.499, -16.592, 24.217], [22.152, -17.786, 22.598], [23.898, -16.166, 21.772], [22.574, -14.067, 19.842], [24.076, -14.330, 19.846]],
  "nbo_charge": [-0.951, -1.004, -0.967, -0.545, -0.847, -0.083, -0.620, -0.069, -0.246, 0.158, 0.484, 0.164, 0.362, 0.458, 0.373, 0.498, 0.202, 0.500, 0.163, 0.193, 0.237, 0.170, 0.211, 0.204, 0.481, 0.475],
  "homo_energy_ev": -10.08,
  "lumo_ev": 0.363,
  "orbital_gap_ev": 10.4462,
  "multiplicity": 1
}

=====

*B*
{
  "formula": "C4H17NO4",
  "method": "ωB97M-V/def2-TZVPD",
  "elements": ["O", "O", "O", "O", "N", "C", "C", "C", "C", "H", "H", "H", "H", "H", "H", "H", "H", "H", "H", "H", "H", "H", "H", "H", "H", "H"],
  "positions_angstrom": [[2.867, 1.081, -1.118], [-0.187, -0.037, 2.455], [0.930, 1.618, 0.664], [-1.741, 1.703, 1.195], [-1.559, 0.079, -1.188], [-0.607, 0.600, -2.201], [0.389, -2.780, 0.397], [0.067, -1.578, -0.412], [-1.114, -0.969, -0.385], [-0.167, -0.875, 2.053], [0.530, 0.463, 1.939], [-1.070, 1.415, -2.736], [-0.007, 1.547, 0.240], [-0.394, -3.077, 1.041], [-0.307, -0.185, -2.941], [-2.024, 0.793, -0.714], [0.986, 2.538, 0.991], [-2.372, 2.221, 1.726], [0.557, -3.666, -0.205], [0.885, -1.198, -1.042], [-1.867, -1.284, 0.272], [3.702, 1.037, -0.580], [1.327, -2.632, 1.038], [2.172, 1.157, -0.465], [-1.369, 1.070, 1.794], [0.372, 0.961, -1.818]],
  "nbo_charge": [-0.973, -0.978, -0.988, -1.004, -0.617, -0.441, -0.639, -0.323, -0.005, 0.478, 0.504, 0.205, 0.532, 0.203, 0.208, 0.397, 0.497, 0.483, 0.219, 0.215, 0.185, 0.463, 0.204, 0.488, 0.504, 0.183],
  "homo_energy_ev": -7.99,
  "lumo_ev": 0.394,
  "orbital_gap_ev": 8.3868,
  "multiplicity": 1
}

=====

Most stable = *A*

=====

*A*
{
  "formula": "CH4NP3",
  "method": "ωB97M-V/def2-TZVPD",
  "elements": ["P", "P", "P", "N", "C", "H", "H", "H", "H"],
  "positions_angstrom": [[-0.147, -0.045, 0.756], [-0.412, -1.744, -0.482], [-0.576, 1.680, -0.448], [3.285, 0.150, -0.026], [2.135, 0.128, -0.003], [-0.088, 2.555, 0.546], [-1.599, -1.845, -1.097], [-1.846, 1.662, 0.147], [-0.752, -2.542, 0.607]],
  "nbo_charge": [0.329, 0.040, 0.070, -0.446, -0.004, 0.016, 0.011, -0.020, 0.005],
  "homo_energy_ev": -9.51,
  "lumo_ev": -1.437,
  "orbital_gap_ev": 8.0774,
  "multiplicity": 1
}

=====

*B*
{
  "formula": "CH4NP3",
  "method": "ωB97M-V/def2-TZVPD",
  "elements": ["P", "P", "P", "N", "C", "H", "H", "H", "H"],
  "positions_angstrom": [[0.518, -1.757, 0.459], [0.299, -0.003, -0.766], [0.745, 1.518, 0.681], [-3.527, 0.384, 0.176], [-2.459, 0.258, -0.203], [0.062, -2.602, -0.547], [0.421, 2.549, -0.198], [2.092, 1.590, 0.328], [1.848, -1.937, 0.070]],
  "nbo_charge": [0.032, 0.392, 0.032, -0.508, 0.016, 0.012, 0.015, 0.003, 0.006],
  "homo_energy_ev": -9.68,
  "lumo_ev": -2.616,
  "orbital_gap_ev": 7.0603,
  "multiplicity": 1
}

=====

Most stable = *A*

=====

*A*
{
  "formula": "C5H10N2O",
  "method": "ωB97M-V/def2-TZVPD",
  "elements": ["O", "N", "N", "C", "C", "C", "C", "C", "H", "H", "H", "H", "H", "H", "H", "H", "H", "H"],
  "positions_angstrom": [[1.717, 0.740, 0.895], [-1.319, -1.114, 0.652], [0.327, -0.217, -0.646], [-0.095, 2.237, -0.585], [-0.299, -1.367, -0.069], [-1.433, 0.339, 0.692], [0.273, -2.708, -0.351], [-0.280, 0.846, -0.118], [-2.391, 0.679, 0.281], [1.381, -0.041, -0.409], [-0.247, 2.938, 0.235], [0.900, 2.375, -0.998], [-1.375, 0.703, 1.721], [0.312, -2.892, -1.427], [-0.846, 2.450, -1.357], [-0.328, -3.476, 0.131], [1.296, -2.756, 0.032], [2.406, 1.266, 1.320]],
  "nbo_charge": [-1.164, -0.420, -0.632, -0.677, 0.439, -0.361, -0.666, 0.582, 0.240, 0.497, 0.242, 0.256, 0.263, 0.232, 0.233, 0.243, 0.242, 0.451],
  "homo_energy_ev": -8.90,
  "lumo_ev": 0.300,
  "orbital_gap_ev": 9.1985,
  "multiplicity": 1
}

=====

*B*
{
  "formula": "C5H10N2O",
  "method": "ωB97M-V/def2-TZVPD",
  "elements": ["O", "N", "N", "C", "C", "C", "C", "C", "H", "H", "H", "H", "H", "H", "H", "H", "H", "H"],
  "positions_angstrom": [[1.473, -1.718, -0.483], [-0.401, 1.279, 0.911], [-0.598, 0.092, -1.146], [1.377, -1.394, 0.833], [1.814, 0.077, 1.333], [0.979, 1.129, 1.438], [-1.733, -0.290, -2.100], [-1.013, 0.820, -0.202], [-2.097, 1.229, -0.554], [-2.399, 0.858, -2.017], [2.753, 0.141, 1.907], [1.113, -0.955, -0.944], [-2.828, -1.260, -1.485], [-1.152, -0.946, -3.351], [1.867, -2.118, 1.463], [0.353, -1.345, 1.215], [1.288, 2.162, 1.819], [-0.795, 2.240, 1.362]],
  "nbo_charge": [-0.711, -0.628, -0.594, -0.071, -0.248, -0.030, -0.446, 0.312, 0.136, 0.176, 0.216, 0.500, 0.177, 0.264, 0.181, 0.145, 0.206, 0.413],
  "homo_energy_ev": -8.78,
  "lumo_ev": 0.474,
  "orbital_gap_ev": 9.2537,
  "multiplicity": 1
}

=====

Most stable = *A*